{"formula": "C8H12Br2ClF5INO4PS", "method": "ωB97M-V with the def2-TZVPD basis set", "total_charge": 1, "e_tot_ev": -212582.6029, "homo_lumo_gap_ev": 8.750, "symbols": ["C", "C", "N", "S", "O", "O", "C", "F", "F", "C", "F", "F", "F", "C", "O", "C", "Cl", "P", "O", "I", "H", "H", "H", "H", "H", "H", "H", "H", "Br", "C", "C", "Br", "H", "H", "H", "H"], "xyz": [[3.6648, 0.5613, 1.9902], [3.1906, -0.2944, 0.8282], [1.7374, -0.1913, 0.4362], [0.4398, -0.5690, 1.6285], [0.0882, -1.9037, 1.3439], [0.8775, -0.0864, 2.8751], [-0.8311, 0.6308, 0.9626], [-0.5181, 1.8229, 1.4356], [-0.7117, 0.6444, -0.3656], [-2.2898, 0.2358, 1.3432], [-2.5530, -0.9616, 0.8390], [-3.1036, 1.1430, 0.8101], [-2.4156, 0.2246, 2.6676], [1.7461, -1.0606, -0.8114], [2.8648, -0.5926, -1.4972], [3.8034, -0.0114, -0.5717], [5.3566, -0.8216, -0.6703], [3.8695, 1.7755, -1.2646], [2.5986, 2.3113, -0.3137], [5.8052, 2.7431, -0.2027], [3.9741, -0.0736, 2.8113], [2.9040, 1.2480, 2.3443], [4.5243, 1.1471, 1.6828], [3.3937, -1.3494, 1.0036], [1.6210, 0.7945, 0.1309], [0.8326, -0.9569, -1.3831], [1.8811, -2.0838, -0.4674], [2.0699, 2.9486, -0.8111], [-3.5175, -1.6913, -2.3037], [-5.0560, -0.7387, -1.5824], [-6.3189, -1.0673, -2.3352], [-6.3565, -0.2248, -4.0807], [-4.8187, 0.3193, -1.6378], [-5.1411, -1.0486, -0.5431], [-7.1825, -0.6881, -1.7938], [-6.4292, -2.1348, -2.4976]], "forces_ev_per_a": [[0.0, 0.0, -0.1], [0.5, 0.2, -0.1], [-0.4, 0.0, -0.3], [0.1, -0.1, -0.1], [-0.1, -0.3, -0.1], [0.2, 0.1, 0.3], [-0.3, -0.2, 0.1], [0.1, 0.3, 0.2], [0.0, -0.1, -0.4], [0.0, 0.0, 0.0], [-0.1, 0.2, 0.2], [0.1, -0.2, 0.2], [0.0, 0.0, -0.3], [0.2, -0.2, 0.3], [-0.1, 0.3, 0.1], [-0.1, 0.0, 0.0], [0.0, 0.0, -0.1], [0.3, -0.3, -0.1], [-0.2, -0.2, -0.1], [0.1, 0.1, 0.0], [-0.1, 0.0, 0.2], [-0.1, 0.1, 0.0], [0.0, 0.0, 0.0], [-0.2, -0.1, 0.1], [0.0, 0.1, 0.1], [0.0, 0.2, -0.2], [-0.2, -0.1, 0.0], [0.0, 0.2, 0.0], [0.0, 0.1, 0.0], [0.0, 0.0, 0.0], [0.0, 0.0, -0.1], [0.0, 0.0, 0.0], [0.0, 0.0, 0.0], [0.0, 0.0, 0.0], [0.0, 0.0, 0.0], [0.0, 0.0, 0.0]], "nbo_charge": [-0.6556, -0.0934, -0.6544, 2.2243, -0.8326, -0.8235, 0.3899, -0.2716, -0.2952, 0.9300, -0.2793, -0.2807, -0.2830, 0.1033, -0.5136, -0.0783, 0.0604, 0.9573, -1.0257, -0.0481, 0.2531, 0.2484, 0.2530, 0.2500, 0.4903, 0.2374, 0.2106, 0.5251, -0.0293, -0.4399, -0.4606, 0.0077, 0.2273, 0.2249, 0.2363, 0.2354]}


{"formula": "C8H12BrO4PSZn", "method": "ωB97M-V with the def2-TZVPD basis set", "total_charge": 2, "e_tot_ev": -155238.5249, "homo_lumo_gap_ev": 2.457, "de_lowest_kj_mol": 315.45, "symbols": ["C", "C", "C", "C", "Br", "O", "C", "C", "C", "O", "O", "C", "O", "P", "S", "H", "H", "H", "H", "H", "H", "H", "H", "H", "H", "H", "H", "Zn"], "xyz": [[3.8446, -1.9799, 0.8418], [2.5339, -1.8114, 0.7130], [0.9342, -1.9709, 0.7350], [0.2656, -0.7501, -0.1470], [-0.2698, 0.6485, 1.1691], [-0.8130, -1.3476, -0.8796], [-1.7493, -0.3644, -1.4203], [-3.1246, -0.4664, -0.5638], [-3.6403, 0.9267, 0.0739], [-3.0020, -1.5122, 0.4693], [1.2958, -0.3439, -1.1024], [1.5697, 1.0571, -1.0569], [0.9172, 1.9800, -1.6203], [3.1322, 1.6057, -0.0803], [3.1405, 3.5701, 0.2752], [4.9499, -2.2896, 1.0205], [0.5358, -1.8360, 1.8093], [0.6033, -2.9730, 0.2619], [-2.0095, -0.7297, -2.4986], [-1.3261, 0.6964, -1.5431], [-3.9620, -0.8579, -1.2735], [-3.1658, 1.8501, -0.4187], [-3.5226, 0.8860, 1.2177], [-4.7862, 0.9772, -0.1313], [-2.5773, -1.1223, 1.2743], [4.2967, 1.3798, -0.9270], [3.3524, 0.8354, 1.1112], [2.7329, 3.8508, 2.7399]], "forces_ev_per_a": [[-6.8, 0.5, -0.4], [6.1, -1.8, 1.4], [0.9, 1.1, -0.4], [-0.8, -4.5, -0.6], [0.3, 0.1, -0.5], [2.3, 3.1, 1.5], [-1.6, -0.4, -1.6], [-0.7, 0.0, 0.3], [-1.0, -0.6, -0.4], [0.2, 1.7, -0.4], [0.2, 4.3, 0.8], [-3.6, 1.8, -2.8], [3.5, -4.5, 2.8], [0.6, -2.5, -0.5], [-0.4, 1.8, 2.0], [-2.5, 0.9, -0.6], [0.8, -0.6, -1.8], [0.7, 1.7, 0.8], [0.7, 0.6, 2.0], [-0.5, -1.6, 0.5], [1.7, 0.6, 1.3], [-0.6, -1.4, 0.9], [0.0, 0.3, -1.8], [2.1, 0.1, 0.5], [-0.6, -0.4, -1.1], [-0.9, 0.1, 0.6], [-0.2, 0.2, -0.7], [0.2, -0.3, -1.9]], "nbo_charge": [-0.2507, -0.0789, -0.4987, 0.5194, -0.0069, -0.4869, -0.1467, 0.0670, -0.6659, -0.6990, -0.5305, 0.5787, -0.4243, 0.6376, -0.3290, 0.3129, 0.2698, 0.3128, 0.2379, 0.1984, 0.2173, 0.2154, 0.2144, 0.2530, 0.4546, 0.1376, 0.1340, 1.3567]}


{"formula": "C8H12ClMnN", "method": "ωB97M-V with the def2-TZVPD basis set", "s_squared": 6.08, "total_charge": -1, "e_tot_ev": -53821.1862, "spin_multiplicity": 5, "homo_lumo_gap_ev": [5.638, 7.384], "symbols": ["C", "C", "C", "C", "C", "Mn", "N", "C", "C", "H", "H", "H", "H", "H", "H", "H", "H", "H", "H", "Cl", "C", "H", "H"], "xyz": [[-0.3868, 1.0401, -1.8253], [1.0103, 1.1779, -1.5880], [1.1807, 2.0031, -0.4401], [-0.1086, 2.3650, 0.0389], [-1.0798, 1.7663, -0.8151], [0.0428, -0.0118, 0.2572], [-1.2716, -1.3181, 0.2863], [-0.3168, -2.3636, -0.2364], [1.0725, -1.7061, -0.4317], [2.1350, 2.2756, 0.0148], [1.8097, 0.7296, -2.1784], [-0.3207, 2.9662, 0.9244], [-2.1636, 1.8358, -0.7025], [-0.8485, 0.4435, -2.6143], [1.4368, -1.7803, -1.4664], [-0.2677, -3.2055, 0.4838], [-2.2460, -1.6206, 0.2813], [1.8286, -2.0676, 0.2814], [-0.6931, -2.7538, -1.2027], [0.4772, -1.2443, 3.2000], [-0.2355, 0.1635, 2.3795], [-1.3187, 0.2190, 2.6133], [0.2640, 1.0857, 2.7405]], "forces_ev_per_a": [[0.6, 0.2, -0.1], [-0.4, 0.7, -0.5], [0.0, -0.6, 0.1], [-0.5, 0.2, -0.4], [0.3, 0.6, 0.1], [-0.9, -0.4, 1.2], [0.9, -1.3, -0.9], [-0.5, -0.3, 0.1], [-0.2, -0.2, 0.1], [-0.4, -0.1, -0.2], [-0.3, 0.1, 0.3], [0.1, -0.3, -0.3], [0.5, -0.1, 0.0], [0.2, 0.2, 0.4], [-0.1, 0.0, 0.3], [0.0, 0.1, -0.3], [0.6, 0.6, 0.2], [-0.2, 0.0, -0.3], [0.1, 0.0, 0.2], [0.1, -0.3, 0.3], [-0.2, 1.5, -0.7], [0.7, -0.2, 0.0], [-0.2, -0.6, 0.2]], "nbo_charge": [-0.3405, -0.3199, -0.3556, -0.3514, -0.3494, 1.2031, -0.9198, -0.2395, -0.9127, 0.2219, 0.2243, 0.2202, 0.2202, 0.2221, 0.1816, 0.1533, 0.3593, 0.1907, 0.1440, -0.1295, -0.7765, 0.1872, 0.1670]}


{"formula": "C8H12ClNS", "method": "ωB97M-V with the def2-TZVPD basis set", "smiles": "CC(C)S[C@H]1C=CN=C(Cl)C1", "e_tot_ev": -33335.8417, "homo_lumo_gap_ev": 9.037, "de_lowest_kj_mol": 115.72, "symbols": ["C", "C", "C", "S", "C", "C", "C", "N", "C", "Cl", "C", "H", "H", "H", "H", "H", "H", "H", "H", "H", "H", "H", "H"], "xyz": [[-0.4481, -1.0894, -1.8378], [-1.0915, -0.0319, -1.0767], [-2.5107, 0.1858, -1.5363], [-1.1076, -0.3672, 0.6528], [0.6157, -0.8188, 1.1517], [1.8692, -0.5378, 0.3226], [2.4312, 0.6722, 0.4449], [1.6453, 1.7185, 0.8360], [0.7001, 1.4943, 1.6258], [-0.5317, 2.6236, 1.9702], [0.7204, 0.1797, 2.3525], [0.3557, -0.7076, -2.3429], [-0.0663, -1.9424, -1.2820], [-1.2768, -1.3720, -2.5328], [-0.6079, 0.9095, -1.2948], [-2.6003, 0.8622, -2.3242], [-3.1896, 0.6748, -0.7981], [-2.9658, -0.7874, -1.7904], [0.6409, -1.8627, 1.3557], [2.4117, -1.3074, -0.0713], [3.4263, 1.0137, 0.1397], [-0.1571, 0.1494, 3.1796], [1.7371, 0.3410, 2.8559]], "forces_ev_per_a": [[-1.7, -2.2, -1.1], [-0.4, 1.8, 0.7], [-1.9, -0.9, 2.0], [-0.5, -0.5, 0.5], [0.7, 1.5, 0.4], [-0.9, 1.9, 1.4], [0.5, -0.3, -0.8], [-0.9, 2.1, -0.4], [0.1, -0.5, 0.6], [0.0, 0.7, 0.1], [-1.0, 0.3, 2.3], [2.0, 0.8, -1.7], [-0.4, -0.1, 0.1], [1.4, -0.7, 0.0], [0.5, 0.4, 0.4], [0.3, 0.8, -1.8], [0.6, -0.5, 0.0], [0.0, 0.5, 0.0], [-0.1, -0.7, 0.7], [1.1, -2.1, -1.1], [-0.3, -0.7, -0.1], [2.1, -0.2, -2.1], [-1.2, -1.4, -0.3]], "nbo_charge": [-0.6127, -0.3785, -0.6031, 0.2334, -0.3733, -0.2488, -0.0176, -0.4843, 0.2919, 0.0451, -0.5042, 0.2163, 0.2143, 0.2117, 0.2133, 0.2187, 0.2209, 0.2046, 0.2383, 0.2123, 0.2137, 0.2483, 0.2396]}


Number 1: maximum force 0.012 Eh/bohr. Number 2: maximum force 0.133 Eh/bohr. Number 3: maximum force 0.036 Eh/bohr. Number 4: maximum force 0.058 Eh/bohr.